1.
Here is a molecular structure, C26H52IrN6O4P in a non-equilibrium geometry from the OMol25 dataset. Energies are from ωB97M-V/def2-TZVPD.

Atoms and positions in Å:
Ir -0.42028 -0.00537 0.10611
C -0.37015 4.47022 1.35637
N 0.18609 3.11392 1.46078
C -0.45906 2.27630 2.47109
C 1.07272 2.65456 0.59467
N 1.14892 1.25904 0.40621
C 2.37782 0.66270 0.29517
C 3.61496 1.19854 0.72932
C 4.76531 0.51951 0.45321
C 4.73942 -0.69162 -0.28542
C 3.55257 -1.28524 -0.61796
C 2.35015 -0.65994 -0.24396
N 1.09200 -1.20437 -0.37846
C 0.93763 -2.59128 -0.40662
N 0.03681 -3.15914 -1.18665
C -0.51351 -2.49076 -2.35559
C -0.65525 -4.39534 -0.78957
N 1.69902 -3.32524 0.40531
C 2.15272 -4.67515 0.04619
C 2.17224 -2.85759 1.70867
N 1.87805 3.48348 -0.06362
C 2.50563 3.20251 -1.35510
C 2.41907 4.69033 0.59014
H -1.43448 4.40030 1.57182
H -0.23383 4.84619 0.34627
H 0.08687 5.14952 2.07324
H -0.73567 2.91352 3.30865
H 0.21391 1.50202 2.82983
H -1.37106 1.82647 2.07361
H 3.64158 2.12715 1.28075
H 5.71650 0.91440 0.78336
H 5.67390 -1.15410 -0.57267
H 3.53147 -2.22503 -1.15272
H 0.25021 -1.88433 -2.83365
H -1.37144 -1.87842 -2.08474
H -0.84246 -3.25380 -3.05857
H -0.51242 -4.57677 0.27104
H -0.30310 -5.25067 -1.36400
H -1.71698 -4.25367 -0.98609
H 1.93786 -4.87978 -0.99810
H 1.68823 -5.42895 0.68077
H 3.23220 -4.70763 0.19846
H 1.62635 -1.96944 2.01819
H 3.24328 -2.65384 1.68301
H 1.98312 -3.64971 2.43231
H 1.94659 2.45348 -1.90738
H 3.53947 2.88538 -1.22302
H 2.50547 4.13292 -1.92187
H 2.24257 4.65475 1.66008
H 1.99202 5.59990 0.17132
H 3.49435 4.69799 0.41193
C -4.11294 1.05607 -2.83888
C -3.08162 0.04713 -2.41439
O -1.73210 0.49545 -2.79503
P -0.63134 1.06771 -1.83191
O 0.62035 1.18580 -2.77347
C 0.87814 0.51528 -4.05948
C 0.71982 1.49969 -5.18719
O -0.95585 2.55398 -1.41528
C -1.19441 3.60242 -2.44040
C -2.33597 4.48238 -2.01254
H -5.10587 0.62164 -2.71943
H -3.98856 1.31670 -3.88899
H -4.06821 1.95734 -2.23174
H -3.20721 -0.90213 -2.93142
H -3.09369 -0.13534 -1.33578
H 0.19000 -0.31971 -4.16269
H 1.89708 0.14085 -3.97807
H -0.29963 1.88095 -5.23521
H 0.93239 0.99982 -6.13208
H 1.41127 2.33457 -5.08365
H -1.38329 3.10874 -3.39323
H -0.25672 4.15206 -2.51548
H -3.29089 3.96547 -2.05573
H -2.38878 5.33799 -2.68588
H -2.19119 4.86092 -1.00137
C -2.61745 -0.48872 3.52829
C -2.43777 -1.40353 2.32963
C -1.97024 -2.78268 2.76687
C -3.70063 -1.48451 1.48873
O -1.39707 -0.83851 1.48405
H -3.33843 -0.93183 4.21442
H -3.00413 0.48730 3.23272
H -1.67905 -0.35836 4.06824
H -2.72185 -3.25020 3.40192
H -1.04200 -2.71615 3.33576
H -1.81638 -3.42807 1.90102
H -4.53003 -1.85324 2.09194
H -3.56451 -2.16654 0.64736
H -3.97429 -0.49815 1.10949

## Properties
2S+1 = 2
orbital gap (alpha / beta) = 7.32 / 6.25 eV
HOMO level (alpha / beta) = -16.7 / -17.3 eV
LUMO energy (alpha / beta) = -9.4 / -11.1 eV
expectation value of S² = 0.770
maximum force = 1.97 eV/A
molecular weight = 735.93 g/mol
net charge = +3

***

2.
Here is a molecular structure, C3H4N2O3 in a non-equilibrium geometry from the OMol25 dataset. Energies are from ωB97M-V/def2-TZVPD.

Atoms and positions in Å:
C -2.23359 -0.73482 -0.66677
C -0.23395 0.14835 -0.14268
C 0.91015 0.68195 -0.08609
H -3.03736 -0.84975 -1.74735
H -1.71167 -1.87725 -0.40377
H -2.96915 -0.35972 0.31545
H 2.04154 2.39681 -0.01291
N 0.92838 -1.16676 1.20134
N 1.61323 -0.14568 0.64041
O -1.38021 0.28330 -0.75765
O -0.20724 -1.01730 0.64019
O 1.24117 1.89701 -0.59134

## Properties
orbital gap = 9.72 eV
HOMO level = -9.3 eV
LUMO energy = 0.5 eV
maximum force = 8.09 eV/A
molecular weight = 116.08 g/mol
net charge = 0

***

3.
Here is CHO3P3 in the gas phase in a non-equilibrium geometry from the OMol25 dataset. Energies are from ωB97M-V/def2-TZVPD.

Atoms and positions in Å:
C -0.42482 0.39941 1.08573
O -0.13499 -2.26620 1.34332
O -0.24661 -0.43757 -2.48585
O 0.76120 1.31526 -0.98862
P 0.33612 -1.11804 0.57339
P 1.00281 -0.19989 -1.79669
P -0.13066 1.83386 0.22446
H -1.16303 0.47316 2.04426

## Properties
orbital gap = 7.80 eV
SMILES string = O=P1=P(=O)OP=C1
HOMO level = -9.7 eV
LUMO energy = -1.9 eV
maximum force = 3.13 eV/A
molecular weight = 153.94 g/mol
net charge = 0

***

4.
Here is a molecular structure, C21H26FeNO5 in a non-equilibrium geometry from the OMol25 dataset. Energies are from ωB97M-V/def2-TZVPD.

Atoms and positions in Å:
O 3.12289 6.00730 0.58237
C 2.36663 5.27847 0.14263
Fe 1.18305 3.98453 -0.54837
C -0.31729 4.89167 0.17539
O -1.22430 5.41166 0.62576
C 0.99994 4.94745 -2.17112
O 0.90022 5.50421 -3.15950
C 1.36499 2.54215 1.00037
C 2.70598 2.61372 0.27586
C 2.62359 2.58735 -1.24782
C 1.41908 2.32061 -1.88118
C 0.20428 2.15771 -1.13464
C 0.19960 2.27539 0.29714
H 1.33848 2.61979 2.09143
H 3.35165 3.43386 0.65319
H 3.27003 1.70006 0.57251
H 3.53858 2.69774 -1.83761
H 1.38584 2.25738 -2.97360
H -0.72416 1.92690 -1.66030
H -0.74742 2.18291 0.83629
C -1.00137 -1.84816 -4.01319
O -1.59163 -1.29022 -2.88357
C -1.42915 -2.11921 -1.81168
O -0.83224 -3.17310 -1.83325
C -2.09692 -1.61777 -0.54900
C -3.62633 -1.77450 -0.62415
C -4.09019 -2.19510 0.78488
C -2.81382 -2.38729 1.61874
N -1.65609 -2.32730 0.69254
C -0.32218 -2.19604 1.18683
C 0.63768 -2.99552 0.69903
C 2.07746 -2.93409 1.10058
C 2.31691 -2.10069 2.37417
C 1.46129 -0.82687 2.35182
C -0.03369 -1.17240 2.24730
H -1.23181 -1.22260 -4.87863
H 0.07828 -1.89404 -3.86078
H -1.39655 -2.85547 -4.16568
H -1.82707 -0.56051 -0.42034
H -4.10698 -0.85079 -0.96503
H -3.87007 -2.53989 -1.36868
H -4.74232 -1.43950 1.23606
H -4.67768 -3.11909 0.74599
H -2.69710 -1.59442 2.36394
H -2.79206 -3.34395 2.15135
H 0.33678 -3.72324 -0.03747
H 2.46843 -3.95268 1.22959
H 2.65217 -2.49594 0.27485
H 2.06324 -2.69709 3.25966
H 3.38198 -1.85287 2.48597
H 1.66440 -0.19914 3.23084
H 1.75079 -0.22158 1.48379
H -0.62289 -0.27012 2.04325
H -0.39292 -1.54969 3.21148

## Properties
2S+1 = 5
orbital gap (alpha / beta) = 6.07 / 3.32 eV
HOMO level (alpha / beta) = -8.4 / -9.9 eV
LUMO energy (alpha / beta) = -2.3 / -6.6 eV
expectation value of S² = 6.166
maximum force = 2.95 eV/A
molecular weight = 428.29 g/mol
net charge = +1

***

5.
Here is a gas-phase ion, C7H11N6 (charge +1) in a non-equilibrium geometry from the OMol25 dataset. Energies are from ωB97M-V/def2-TZVPD.

Atoms and positions in Å:
C -2.68028 0.16081 0.85975
C -3.78236 0.45828 0.06395
C -1.60279 -0.03098 -0.09311
C 0.37052 -1.64717 -0.09892
C 1.68930 -1.75605 -0.27558
C 1.98293 0.58361 -0.42592
C -0.13049 -0.33854 0.36525
N -3.42326 0.48583 -1.21065
N -2.15617 0.14251 -1.29904
N 2.46015 -0.63287 -0.21510
N 0.65222 0.64950 -0.49177
N 2.74860 1.59751 -0.70000
N 0.22113 -0.13454 1.74536
H -2.38223 0.11555 1.79022
H -4.84282 0.77078 0.29089
H -0.24944 -2.49208 0.10381
H 2.23893 -2.63227 -0.50865
H -1.68407 0.07794 -2.18432
H 3.46018 -0.89149 -0.12766
H 0.27609 1.55906 -0.50799
H 3.76604 1.63928 -0.43516
H 2.39598 2.46380 -1.09228
H 0.61591 -0.90564 2.27095
H 0.05593 0.75718 2.17598

## Properties
orbital gap = 9.05 eV
SMILES string = N[C@]1(c2ccn[nH]2)C=CNC(=[NH2+])N1
HOMO level = -12.2 eV
LUMO energy = -3.1 eV
maximum force = 6.37 eV/A
molecular weight = 179.21 g/mol
net charge = +1

***

6.
Here is 5 unconnected molecules or ions with the total composition C27H64O15S in a non-equilibrium geometry from the OMol25 dataset. Energies are from ωB97M-V/def2-TZVPD.

Atoms and positions in Å:
O -13.44119 -6.56334 22.78382
S -13.92947 -5.61848 21.77485
O -14.22362 -6.08128 20.45528
O -15.22817 -4.79973 22.40877
C -16.48235 -5.13518 21.95468
C -17.45593 -4.22600 22.70617
C -12.65106 -4.23857 21.60643
H -16.68283 -6.15351 22.28772
H -16.73563 -5.04077 20.89872
H -18.52464 -4.33109 22.51925
H -17.14281 -3.18545 22.62067
H -17.27418 -4.39948 23.76682
H -12.72993 -3.65236 20.69087
H -11.69679 -4.75723 21.51446
H -12.59125 -3.62417 22.50478
C -14.12294 -2.51540 17.76835
O -13.04098 -1.63826 17.71107
C -12.61811 -1.48756 16.32410
C -12.19282 -2.83187 15.53652
O -11.01426 -3.41002 16.15305
C -10.57227 -4.69829 15.78653
C -10.53294 -5.61033 17.05418
O -10.32073 -6.92050 16.59428
C -11.02777 -7.95007 17.36550
H -13.85611 -3.56842 17.85800
H -14.80922 -2.23376 16.96973
H -14.55825 -2.36230 18.75585
H -11.80143 -0.77056 16.24016
H -13.50449 -0.91393 16.05318
H -12.02963 -2.72598 14.46402
H -13.00052 -3.56349 15.55793
H -9.54710 -4.82398 15.43821
H -11.15743 -4.99781 14.91705
H -11.34936 -5.45206 17.75881
H -9.61594 -5.30793 17.55992
H -11.13497 -8.90982 16.86005
H -12.05429 -7.60531 17.49007
H -10.75433 -7.99645 18.41963
C -15.63606 1.97992 29.34670
O -16.18412 0.81712 28.84004
C -17.34049 0.31414 29.53590
C -18.63617 0.95744 29.09190
O -18.99277 0.73772 27.73633
C -18.13955 1.11382 26.65414
C -17.95889 2.66919 26.55715
O -19.26550 3.18756 26.13600
C -19.58863 3.24664 24.81428
H -16.36694 2.78392 29.26003
H -14.75988 2.32028 28.79483
H -15.37941 1.69163 30.36607
H -17.20468 0.61515 30.57467
H -17.26715 -0.75877 29.71363
H -18.42218 2.00924 29.28167
H -19.43413 0.74339 29.80292
H -18.72962 0.78926 25.79707
H -17.21358 0.55570 26.51566
H -17.08254 2.96857 25.98228
H -17.66981 3.03702 27.54164
H -19.39251 4.25361 24.44598
H -20.66690 3.09777 24.75709
H -19.12640 2.46560 24.21061
C -26.30455 -4.61099 27.71677
O -26.36970 -5.45255 26.57821
C -25.43800 -5.33490 25.50470
C -24.13785 -5.96269 25.67311
O -23.41968 -5.38528 26.78672
C -22.34730 -6.12194 27.32044
C -22.95871 -7.25779 28.22621
O -21.91217 -7.73240 29.10593
C -20.73489 -8.25780 28.50060
H -26.57039 -3.56669 27.55286
H -25.27295 -4.68565 28.06075
H -26.93950 -5.04743 28.48779
H -25.28264 -4.28610 25.25177
H -25.98379 -5.69851 24.63407
H -23.49543 -5.65059 24.84971
H -24.05703 -7.04968 25.66801
H -21.61355 -5.51231 27.84775
H -21.82135 -6.64926 26.52457
H -23.21993 -8.11306 27.60301
H -23.88197 -7.08619 28.77959
H -20.87979 -8.97768 27.69507
H -20.14918 -8.64769 29.33308
H -19.95585 -7.55743 28.19949
C -10.63355 -4.39868 26.07969
O -11.23693 -3.09475 25.89547
C -10.40507 -1.98679 26.27528
C -11.17187 -0.64464 26.21714
O -11.76322 -0.55999 24.96832
C -12.54605 0.54384 24.73697
C -13.37662 0.55689 23.37037
O -14.13867 1.75825 23.31077
C -14.58645 2.04522 21.94327
H -10.53452 -4.69919 27.12276
H -9.72421 -4.33279 25.48232
H -11.09262 -5.22829 25.54202
H -9.65377 -2.05663 25.48866
H -9.78171 -2.11064 27.16082
H -10.53552 0.18927 26.51339
H -12.04900 -0.56751 26.85963
H -12.12938 1.52779 24.95221
H -13.41984 0.52061 25.38816
H -14.11869 -0.21018 23.14895
H -12.75943 0.57121 22.47206
H -15.23226 1.22398 21.63246
H -13.82586 2.35859 21.22815
H -15.17038 2.96446 21.89722

## Properties
orbital gap = 9.52 eV
SMILES string = CCOS(C)(=O)=O.COCCOCCOC.COCCOCCOC.COCCOCCOC.COCCOCCOC
HOMO level = -9.2 eV
LUMO energy = 0.4 eV
maximum force = 3.59 eV/A
molecular weight = 660.86 g/mol
net charge = 0